No. 1
85
Properties=species:S:1:pos:R:3:lowdin_charge:R:1 method="wB97M-V/def2-TZVPD" e_above_lowest_kj_mol=23.1 total_charge=+3 gap_ev=5.7 lumo_ev=-10.018
Ti 0.354 0.632 0.490 0.84
C 3.819 -0.277 4.806 -0.08
C 2.597 0.353 4.147 -0.24
S 2.876 0.528 2.390 0.81
O 1.648 1.200 1.798 -0.49
O 3.115 -0.745 1.777 -0.31
C 4.271 1.648 2.042 -0.12
C 4.933 1.338 0.681 -0.06
N 3.926 0.953 -0.322 0.07
C 2.801 1.662 -0.516 -0.33
N 1.826 0.874 -1.006 0.00
C 2.416 -0.353 -1.269 -0.08
C 3.699 -0.315 -0.848 -0.12
N 4.626 -1.432 -0.868 -0.31
O 5.733 -1.258 -0.399 0.13
O 4.188 -2.442 -1.361 0.15
C 2.721 3.140 -0.387 0.03
H 3.536 -0.682 5.776 0.11
H 4.607 0.455 4.979 0.09
H 4.212 -1.101 4.209 0.09
H 2.356 1.343 4.538 0.13
H 1.712 -0.287 4.190 0.12
H 4.982 1.515 2.859 0.12
H 3.852 2.654 2.093 0.11
H 5.636 0.519 0.768 0.12
H 5.487 2.214 0.343 0.15
H 1.923 -1.153 -1.790 0.12
H 3.713 3.578 -0.496 0.12
H 2.289 3.490 0.552 0.06
H 2.089 3.515 -1.193 0.10
Te -0.806 3.291 0.660 1.66
C -1.040 3.787 -1.398 -0.49
C -1.825 4.902 -1.677 -0.13
C -2.035 5.276 -2.995 -0.04
C -1.476 4.531 -4.024 -0.03
C -0.705 3.415 -3.738 -0.05
C -0.481 3.034 -2.423 -0.16
C 0.226 5.101 1.146 -0.49
C 0.220 5.485 2.484 -0.14
C 0.773 6.702 2.848 -0.06
C 1.331 7.529 1.881 -0.04
C 1.338 7.136 0.549 -0.04
C 0.792 5.917 0.174 -0.13
H -2.262 5.477 -0.870 0.11
H -2.640 6.146 -3.210 0.12
H -1.648 4.818 -5.052 0.12
H -0.280 2.832 -4.545 0.12
H 0.115 2.158 -2.219 0.07
H -0.242 4.852 3.234 0.10
H 0.748 7.015 3.883 0.12
H 1.750 8.485 2.165 0.12
H 1.754 7.785 -0.210 0.12
H 0.781 5.629 -0.870 0.10
C -0.753 -3.993 -1.533 0.02
N -1.473 -3.710 -0.295 -0.10
C -2.649 -4.301 0.075 0.02
C -2.964 -3.838 1.311 0.01
N -1.975 -2.963 1.679 -0.09
C -1.837 -2.369 3.000 0.01
C -1.084 -2.868 0.671 -0.57
Se 0.555 -1.920 0.733 0.97
H -1.213 -4.851 -2.014 0.11
H 0.285 -4.228 -1.308 0.10
H -0.812 -3.139 -2.200 0.09
H -3.156 -5.019 -0.546 0.15
H -3.792 -4.084 1.953 0.15
H -2.746 -2.554 3.565 0.11
H -1.664 -1.299 2.926 0.06
H -0.999 -2.826 3.526 0.11
O -0.982 0.550 1.942 -0.20
C -1.894 0.429 1.050 -0.63
N -1.451 0.439 -0.211 -0.19
S -2.774 0.090 -1.281 0.73
O -2.895 1.125 -2.236 -0.20
O -2.559 -1.264 -1.679 -0.23
C -3.983 0.175 0.021 -0.18
C -5.353 0.130 -0.061 0.02
C -6.070 0.213 1.135 0.01
C -5.422 0.319 2.362 -0.01
C -4.037 0.371 2.433 0.03
C -3.323 0.306 1.244 -0.15
H -5.867 0.038 -1.009 0.14
H -7.151 0.198 1.103 0.13
H -6.004 0.374 3.272 0.13
H -3.522 0.487 3.378 0.14

=====

No. 2
72
Properties=species:S:1:pos:R:3:lowdin_charge:R:1 method="wB97M-V/def2-TZVPD" e_above_lowest_kj_mol=151.4 spin_multiplicity=5 total_charge=+1 gap_ev="6.9 / 6.3" s_squared=6.05 lumo_ev="-3.165 / -4.546"
Os -0.841 0.026 -0.907 0.90
C 0.461 -3.190 0.354 -0.28
C 0.850 -2.710 -1.064 -0.34
P 1.602 -1.034 -0.963 1.00
C 0.953 0.007 -2.291 -0.52
C 1.127 1.508 -2.008 -0.31
C 0.820 2.345 -3.203 -0.05
C 0.460 1.839 -4.393 -0.05
C 0.317 0.419 -4.599 -0.05
C 0.568 -0.453 -3.581 -0.14
C 3.361 -1.287 -1.388 -0.35
C 4.115 -2.167 -0.610 -0.10
C 5.455 -2.382 -0.898 -0.07
C 6.056 -1.708 -1.956 -0.07
C 5.313 -0.824 -2.724 -0.06
C 3.968 -0.611 -2.442 -0.08
C -0.944 -2.788 0.839 -0.33
P -1.389 -1.040 1.179 0.88
C -0.573 -0.513 2.701 -0.34
C -1.289 -0.496 3.898 -0.07
C -0.658 -0.125 5.078 -0.06
C 0.682 0.237 5.070 -0.06
C 1.396 0.234 3.877 -0.06
C 0.772 -0.135 2.694 -0.11
C -3.166 -1.114 1.529 -0.40
C -3.953 0.015 1.307 -0.11
C -5.312 -0.007 1.586 -0.06
C -5.900 -1.162 2.086 -0.06
C -5.127 -2.293 2.303 -0.06
C -3.766 -2.270 2.026 -0.09
H 1.216 -2.895 1.087 0.09
H 0.465 -4.281 0.353 0.12
H -0.035 -2.694 -1.708 0.06
H 1.570 -3.384 -1.528 0.09
H 2.172 1.710 -1.720 0.15
H 0.948 3.414 -3.111 0.10
H 0.288 2.513 -5.223 0.12
H 0.019 0.041 -5.569 0.12
H 0.457 -1.518 -3.754 0.11
H 3.663 -2.692 0.227 0.10
H 6.033 -3.070 -0.294 0.11
H 7.102 -1.876 -2.181 0.11
H 5.776 -0.304 -3.552 0.11
H 3.395 0.061 -3.071 0.10
H -1.159 -3.312 1.773 0.09
H -1.685 -3.114 0.104 0.08
H -2.337 -0.765 3.919 0.10
H -1.220 -0.116 6.004 0.11
H 1.169 0.529 5.992 0.11
H 2.439 0.528 3.865 0.11
H 1.327 -0.114 1.765 0.06
H -3.514 0.914 0.900 0.08
H -5.912 0.876 1.404 0.11
H -6.961 -1.183 2.300 0.11
H -5.579 -3.198 2.688 0.11
H -3.187 -3.166 2.207 0.10
Br -2.672 -0.974 -2.152 0.08
C -1.659 3.297 -1.425 -0.04
C -0.513 3.073 -0.439 -0.62
C 0.465 4.254 -0.459 -0.04
C -1.100 2.996 0.975 -0.06
C 0.268 1.767 -0.678 -0.32
H -2.290 4.117 -1.071 0.10
H -2.305 2.415 -1.518 0.06
H -1.317 3.551 -2.429 0.08
H -0.062 5.186 -0.231 0.10
H 0.953 4.390 -1.425 0.07
H 1.248 4.126 0.295 0.10
H -1.552 3.952 1.249 0.10
H -0.333 2.754 1.718 0.09
H -1.877 2.235 1.038 0.04
H 0.942 1.637 0.172 0.08

=====

No. 3
89
Properties=species:S:1:pos:R:3:lowdin_charge:R:1 method="wB97M-V/def2-TZVPD" e_above_lowest_kj_mol=0.0 spin_multiplicity=5 total_charge=+1 gap_ev="5.5 / 5.7" s_squared=6.01 lumo_ev="-3.402 / -3.402"
Ir 0.283 -0.046 -0.437 1.22
F -3.784 -5.770 0.139 0.07
C -4.018 -4.599 0.773 -0.19
C -3.150 -3.562 0.579 0.10
C -3.340 -2.355 1.252 -0.04
C -2.359 -1.273 1.063 -0.28
O -1.409 -1.495 0.294 -0.14
C -2.611 -0.076 1.808 -0.01
C -3.713 -0.030 2.609 0.05
N -4.623 -1.016 2.768 0.01
C -5.720 -0.843 3.689 -0.26
C -6.428 0.473 3.725 -0.07
C -7.116 -0.727 3.142 -0.09
C -4.438 -2.220 2.110 -0.11
C -5.325 -3.288 2.280 0.06
C -5.124 -4.492 1.627 -0.14
N -6.048 -5.547 1.849 -0.11
C -6.211 -6.032 3.211 -0.12
C -7.707 -6.284 3.437 -0.07
N -8.321 -6.578 2.090 0.05
C -7.416 -7.458 1.280 -0.07
C -6.175 -6.637 0.894 -0.13
C -1.785 1.206 1.797 -0.61
O -2.266 2.175 2.371 0.04
O -0.676 1.208 1.165 -0.15
H -2.293 -3.678 -0.070 0.14
H -3.884 0.880 3.169 0.14
H -5.583 -1.365 4.630 0.16
H -6.106 1.239 3.035 0.11
H -6.743 0.835 4.692 0.11
H -7.218 -0.756 2.066 0.11
H -7.918 -1.187 3.701 0.10
H -6.194 -3.167 2.912 0.11
H -5.852 -5.296 3.926 0.13
H -5.634 -6.950 3.379 0.14
H -8.223 -5.409 3.829 0.13
H -7.906 -7.140 4.079 0.14
H -8.422 -5.689 1.597 0.18
H -9.247 -6.992 2.196 0.19
H -7.963 -7.816 0.411 0.14
H -7.178 -8.307 1.919 0.14
H -6.294 -6.219 -0.106 0.14
H -5.315 -7.313 0.875 0.13
C 4.360 -3.934 -4.175 -0.07
C 3.543 -3.606 -2.948 -0.28
O 2.827 -2.372 -3.197 -0.33
P 2.533 -1.379 -1.987 -0.13
S 1.530 0.174 -2.707 0.36
S 1.458 -2.228 -0.530 0.35
O 3.944 -1.011 -1.367 -0.33
C 4.843 -0.104 -2.060 -0.27
C 4.960 1.170 -1.260 -0.06
H 4.870 -4.887 -4.035 0.08
H 5.110 -3.166 -4.357 0.08
H 3.721 -4.009 -5.053 0.08
H 4.179 -3.490 -2.067 0.11
H 2.799 -4.375 -2.737 0.11
H 4.463 0.088 -3.067 0.10
H 5.792 -0.632 -2.143 0.12
H 4.005 1.694 -1.244 0.06
H 5.710 1.824 -1.706 0.09
H 5.253 0.949 -0.235 0.09
F 3.124 6.001 1.875 0.12
C 2.802 4.751 1.535 -0.14
C 3.443 3.672 2.130 -0.14
F 4.391 3.888 3.042 0.12
C 3.101 2.382 1.779 -0.14
F 3.742 1.365 2.362 0.12
C 2.109 2.105 0.822 -0.29
O 1.859 0.856 0.505 -0.27
C 1.495 3.212 0.237 -0.15
F 0.558 3.037 -0.712 0.06
C 1.826 4.511 0.586 -0.14
F 1.197 5.531 -0.003 0.12
C -3.703 3.671 -1.819 -0.01
C -3.014 2.363 -1.989 -0.28
C -3.213 1.323 -2.877 0.03
C -2.239 0.361 -2.567 -0.34
N -1.509 0.788 -1.543 -0.07
N -1.988 1.999 -1.208 0.06
C -1.979 -0.961 -3.204 -0.03
H -4.509 3.764 -2.543 0.08
H -3.010 4.498 -1.971 0.09
H -4.125 3.765 -0.818 0.09
H -3.953 1.273 -3.656 0.11
H -1.544 2.492 -0.444 0.14
H -2.844 -1.279 -3.783 0.08
H -1.766 -1.715 -2.444 0.06
H -1.115 -0.912 -3.865 0.06

=====

No. 4
82
Properties=species:S:1:pos:R:3:lowdin_charge:R:1 method="wB97M-V/def2-TZVPD" e_above_lowest_kj_mol=0.0 total_charge=+1 gap_ev=4.8 lumo_ev=-3.368
Mg 0.595 0.232 -0.395 0.50
C 0.050 1.916 3.913 0.02
C 0.664 1.440 2.636 -0.20
N 0.224 0.423 1.871 0.04
N -0.843 -0.144 2.448 -0.06
C -2.006 -0.245 1.798 -0.82
N -3.089 -0.515 2.565 0.10
S -2.092 0.067 0.129 0.70
C 1.789 2.120 2.087 -0.23
C 2.774 2.810 2.839 0.03
C 3.849 3.376 2.147 -0.04
C 3.876 3.327 0.771 -0.03
C 2.858 2.641 0.128 -0.12
N 1.902 1.964 0.749 0.07
H -0.963 2.349 3.684 0.11
H -0.140 1.056 4.571 0.09
H 0.625 2.678 4.447 0.08
H -0.669 -0.628 3.317 0.16
H -2.964 -0.998 3.463 0.12
H -3.982 -0.563 2.081 0.10
H 2.632 2.854 3.922 0.11
H 4.678 3.897 2.646 0.13
H 4.665 3.803 0.211 0.12
H 2.857 2.637 -0.972 0.12
C -1.575 -5.018 -4.889 -0.08
C -1.121 -4.135 -3.787 -0.31
C -0.355 -4.715 -2.778 -0.05
C 0.322 -3.919 -1.874 -0.02
C 0.144 -2.527 -1.816 -0.24
N 0.561 -1.810 -0.773 -0.05
C 1.129 -2.391 0.343 -0.26
C 0.378 -3.208 1.224 -0.03
C 0.922 -3.698 2.381 -0.04
C 2.205 -3.261 2.841 -0.28
C 2.764 -3.748 4.139 -0.07
C 2.940 -2.378 2.031 0.01
C 2.427 -1.963 0.781 -0.13
N 3.260 -1.117 0.000 -0.06
C 4.580 -1.351 -0.312 -0.04
C 4.845 -0.736 -1.514 -0.03
C 3.634 -0.055 -1.812 -0.13
N 2.679 -0.275 -0.910 0.01
C -0.510 -1.934 -2.959 -0.11
C -1.292 -2.743 -3.808 0.02
N -0.595 -0.546 -3.193 -0.05
C -1.111 -0.006 -4.352 -0.03
C -0.895 1.364 -4.326 -0.04
C -0.168 1.556 -3.159 -0.18
N 0.122 0.415 -2.499 0.03
H -1.238 -6.061 -4.749 0.08
H -1.242 -4.608 -5.859 0.08
H -2.696 -5.063 -4.989 0.09
H -0.278 -5.814 -2.732 0.12
H 1.040 -4.325 -1.178 0.11
H -0.651 -3.380 0.909 0.13
H 0.392 -4.406 3.021 0.11
H 2.206 -4.570 4.582 0.07
H 2.735 -2.975 4.930 0.08
H 3.802 -4.037 3.910 0.09
H 3.902 -1.949 2.311 0.12
H 5.253 -1.949 0.272 0.12
H 5.766 -0.836 -2.083 0.11
H 3.446 0.499 -2.737 0.12
H -1.968 -2.253 -4.504 0.10
H -1.616 -0.599 -5.104 0.12
H -1.168 2.111 -5.056 0.10
H 0.191 2.502 -2.809 0.06
S -0.855 3.578 -0.445 0.60
C -2.516 3.770 -0.178 -0.86
N -3.356 4.126 -1.157 0.02
C -4.757 4.441 -0.931 -0.18
C -5.284 3.686 0.270 -0.18
C -4.377 3.918 1.447 -0.19
N -3.010 3.606 1.064 -0.01
H -2.972 4.289 -2.084 0.14
H -5.385 4.187 -1.810 0.13
H -4.943 5.541 -0.814 0.13
H -5.271 2.600 0.065 0.13
H -6.307 3.969 0.500 0.12
H -4.652 3.199 2.258 0.13
H -4.448 4.962 1.834 0.13
H -2.323 3.545 1.817 0.11

=====

No. 5
84
Properties=species:S:1:pos:R:3:lowdin_charge:R:1 method="wB97M-V/def2-TZVPD" e_above_lowest_kj_mol=6975.0 total_charge=0 gap_ev=4.1 lumo_ev=-2.019
C 0.749 -0.164 -0.587 -0.26
C -0.540 -0.644 -1.182 -0.36
N -1.516 -1.085 -1.642 0.16
H 1.561 -0.833 -0.870 0.03
H 0.657 -0.129 0.499 0.10
H 0.919 0.899 -0.759 0.14
C -0.452 1.990 2.916 0.00
C 0.163 1.485 1.659 -0.15
N 0.604 0.983 0.698 0.04
H -1.193 2.781 2.803 0.06
H 0.251 2.435 3.620 0.11
H -0.894 1.173 3.486 0.12
C 2.610 -2.767 -1.357 -0.09
C 2.130 -3.674 -0.289 -0.23
N 1.670 -4.376 0.502 0.15
H 3.627 -2.442 -1.136 0.13
H 1.824 -2.028 -1.206 0.05
H 2.653 -3.320 -2.295 0.11
C -1.407 -3.408 -0.581 -0.01
C -2.224 -3.341 -1.720 -0.18
N -2.832 -3.331 -2.618 0.18
H -0.858 -4.344 -0.677 0.11
H -1.956 -3.378 0.360 0.04
H -0.806 -2.505 -0.689 0.09
C 3.461 0.681 -1.370 -0.20
C 2.880 1.984 -1.748 -0.19
N 2.437 3.001 -1.991 0.21
H 2.634 0.010 -1.600 0.08
H 3.779 0.681 -0.327 0.15
H 4.291 0.459 -2.041 0.11
C 1.080 -1.225 -4.699 0.01
C 1.155 -0.958 -3.222 0.01
N 1.192 -0.741 -2.047 0.05
H 1.182 -2.290 -4.907 0.10
H 1.867 -0.562 -5.059 0.09
H 0.172 -0.949 -5.236 0.09
C -1.757 -1.484 -3.154 -0.15
C -2.406 -2.315 -4.014 -0.43
N -2.947 -3.012 -4.763 0.15
H -1.584 -0.630 -3.809 0.15
H -0.766 -1.900 -2.971 0.14
H -2.173 -1.275 -2.169 -0.10
C 2.103 -0.752 4.460 -0.09
C 1.997 -1.789 3.582 -0.07
C 2.176 -1.673 2.216 0.03
C 2.265 -0.385 1.677 -0.07
C 2.215 0.763 2.573 0.00
C 2.136 0.548 3.995 -0.06
N 2.488 -0.175 0.257 -0.38
O 2.476 0.949 -0.236 -0.10
O 2.821 -1.149 -0.352 -0.18
H 1.996 -0.961 5.515 0.11
H 2.038 -2.742 4.089 0.11
H 2.222 -2.619 1.696 0.07
H 2.486 1.757 2.249 0.13
H 2.171 1.429 4.619 0.11
C -0.944 5.293 0.043 -0.06
C -0.797 5.030 -1.362 -0.04
C -0.680 3.689 -1.805 0.00
C -0.549 2.663 -0.831 -0.04
C -0.775 2.987 0.516 -0.07
C -0.902 4.315 0.972 -0.04
N -0.751 1.210 -1.189 -0.25
O -1.368 0.581 -0.359 -0.10
O -0.138 0.876 -2.135 0.09
H -1.236 6.310 0.263 0.10
H -1.075 5.766 -2.102 0.10
H -0.720 3.389 -2.842 0.11
H -0.998 2.250 1.274 0.01
H -1.240 4.396 1.994 0.11
C -2.251 -1.806 1.346 0.00
C -1.567 -0.698 0.839 -0.04
C -1.991 0.569 1.208 -0.07
C -2.994 0.716 2.230 -0.06
C -3.646 -0.432 2.692 -0.02
C -3.226 -1.679 2.304 -0.06
N -3.334 2.048 2.822 -0.28
O -2.902 3.020 2.247 0.04
O -4.102 2.029 3.869 0.04
H -1.968 -2.810 1.066 0.03
H -0.789 -0.812 0.098 0.04
H -1.479 1.360 0.680 0.05
H -4.570 -0.475 3.250 0.12
H -3.841 -2.440 2.762 0.11

=====

No. 6
79
Properties=species:S:1:pos:R:3:lowdin_charge:R:1 method="wB97M-V/def2-TZVPD" spin_multiplicity=5 total_charge=+3 gap_ev="8.6 / 6.0" s_squared=6.01 lumo_ev="-7.500 / -9.890"
Rh -0.049 -0.037 0.212 0.70
N -1.263 0.643 2.899 0.20
C -1.058 2.128 3.129 -0.24
C 0.433 2.458 3.166 -0.08
C 1.154 2.492 1.811 -0.31
N 1.528 1.115 1.318 -0.01
C 0.364 3.257 0.745 -0.09
C -1.139 2.970 0.673 -0.31
N -1.409 1.719 -0.128 -0.01
C -1.792 2.935 2.059 -0.08
H -0.816 0.040 3.593 0.16
H -0.852 0.413 1.997 0.01
H -2.242 0.354 2.870 0.16
H -1.501 2.320 4.102 0.16
H 0.959 1.804 3.871 0.14
H 0.512 3.460 3.591 0.15
H 2.081 3.036 1.977 0.15
H 2.019 0.613 2.052 0.11
H 2.219 1.225 0.580 0.10
H 0.819 3.098 -0.239 0.13
H 0.486 4.324 0.948 0.15
H -1.601 3.799 0.141 0.15
H -1.187 1.915 -1.100 0.10
H -2.406 1.524 -0.132 0.11
H -2.841 2.623 1.988 0.14
H -1.822 3.964 2.422 0.15
Se -2.502 -5.907 3.180 0.69
P -1.911 -5.711 1.055 0.74
C -3.342 -5.942 0.001 -0.36
C -3.413 -6.791 -1.104 -0.07
C -4.611 -6.937 -1.790 -0.05
C -5.733 -6.235 -1.386 -0.04
C -5.664 -5.365 -0.300 -0.04
C -4.477 -5.218 0.395 -0.12
C -0.468 -6.725 0.767 -0.36
C -0.450 -7.910 0.026 -0.06
C 0.699 -8.687 -0.008 -0.04
C 1.829 -8.287 0.686 -0.04
C 1.820 -7.106 1.424 -0.05
C 0.676 -6.331 1.478 -0.10
C -1.444 -3.956 1.061 -0.41
C -0.853 -3.027 0.217 -0.40
N -0.828 -1.872 0.919 -0.19
N -1.394 -2.060 2.112 -0.04
N -1.762 -3.314 2.211 -0.04
P -0.062 -3.093 -1.395 0.72
Se 0.643 -1.043 -1.909 0.47
C 1.334 -4.200 -1.303 -0.37
C 1.369 -5.394 -2.025 -0.07
C 2.509 -6.188 -1.977 -0.05
C 3.594 -5.801 -1.209 -0.04
C 3.550 -4.625 -0.463 -0.05
C 2.425 -3.820 -0.512 -0.10
C -1.222 -3.573 -2.643 -0.38
C -0.737 -3.853 -3.928 -0.09
C -1.632 -4.083 -4.957 -0.03
C -2.999 -4.011 -4.717 -0.03
C -3.479 -3.708 -3.450 -0.05
C -2.595 -3.489 -2.403 -0.08
H -2.564 -7.342 -1.447 0.08
H -4.665 -7.614 -2.635 0.13
H -6.670 -6.366 -1.915 0.13
H -6.548 -4.828 0.025 0.12
H -4.447 -4.579 1.270 0.09
H -1.319 -8.273 -0.481 0.09
H 0.699 -9.617 -0.563 0.13
H 2.719 -8.904 0.665 0.13
H 2.699 -6.807 1.983 0.12
H 0.665 -5.437 2.091 0.11
H 0.521 -5.707 -2.620 0.11
H 2.547 -7.108 -2.547 0.13
H 4.486 -6.418 -1.188 0.13
H 4.400 -4.333 0.139 0.12
H 2.405 -2.892 0.044 0.09
H 0.328 -3.872 -4.130 0.12
H -1.264 -4.304 -5.951 0.13
H -3.696 -4.181 -5.530 0.13
H -4.544 -3.636 -3.277 0.12
H -2.976 -3.244 -1.420 0.10

=====

Number 1: electronic energy -174423.290 eV. Number 2: electronic energy -124847.789 eV. Number 3: electronic energy -103599.876 eV. Number 4: electronic energy -77271.372 eV. Number 5: electronic energy -60871.560 eV. Number 6: electronic energy -194962.974 eV.